Entry 1:
This record from OMol25 describes a molecular structure, C29H43BCaF5N7O2PSi. The level of theory is ωB97M-V with the def2-TZVPD basis set.

ORCA input file:
```
! wB97M-V def2-TZVPD RIJCOSX def2/J DEFGRID3
* xyz -1 1
Ca 0.25 -0.58 0.84
C 1.41 1.27 4.14
C -0.07 1.05 3.95
C -0.99 1.68 4.77
C -2.35 1.46 4.51
C -2.74 0.65 3.48
C -1.76 0.00 2.69
N -0.45 0.22 2.97
N -2.01 -0.80 1.62
Si -3.30 -1.92 1.60
C -4.94 -1.21 0.98
C -2.87 -3.34 0.45
C -3.61 -2.66 3.30
H 1.76 0.76 5.04
H 1.63 2.33 4.23
H 1.95 0.89 3.28
H -0.66 2.33 5.57
H -3.10 1.95 5.12
H -3.79 0.51 3.24
H -4.79 -0.64 0.05
H -5.40 -0.53 1.71
H -5.66 -2.01 0.77
H -3.11 -3.13 -0.59
H -3.45 -4.23 0.75
H -1.82 -3.61 0.54
H -3.88 -1.90 4.04
H -2.71 -3.17 3.65
H -4.42 -3.39 3.26
N 5.17 2.78 -2.25
C 4.86 1.93 -1.54
C 4.50 0.85 -0.66
C 5.39 0.34 0.27
C 4.99 -0.71 1.08
C 3.70 -1.21 0.93
N 2.83 -0.71 0.05
C 3.22 0.30 -0.73
H 6.39 0.76 0.36
H 5.65 -1.14 1.81
H 3.35 -2.04 1.53
H 2.49 0.69 -1.42
O 2.04 2.34 1.03
C 0.93 1.88 0.71
C 0.27 -0.87 -5.54
N 0.58 -0.29 -4.25
C 0.57 1.18 -4.25
P 0.01 -1.05 -2.87
O 0.25 -0.17 -1.70
N 0.78 -2.52 -2.94
C 2.21 -2.55 -3.22
C 0.39 -3.50 -1.91
N -1.60 -1.41 -3.01
C -2.13 -2.56 -3.73
C -2.59 -0.61 -2.29
H 0.98 -0.49 -6.28
H -0.75 -0.62 -5.88
H 0.36 -1.95 -5.50
H 1.32 1.54 -4.95
H 0.79 1.55 -3.25
H -0.41 1.58 -4.56
H 2.47 -1.83 -3.99
H 2.47 -3.55 -3.58
H 2.81 -2.34 -2.33
H -0.66 -3.38 -1.64
H 0.99 -3.39 -1.01
H 0.54 -4.51 -2.29
H -1.33 -3.09 -4.24
H -2.86 -2.23 -4.47
H -2.63 -3.26 -3.05
H -2.15 0.33 -1.95
H -2.99 -1.13 -1.42
H -3.42 -0.37 -2.97
F 0.20 -4.74 1.13
B 1.19 -4.02 1.80
F 1.01 -2.59 1.45
F 1.09 -4.13 3.18
F 2.48 -4.37 1.34
F 1.22 8.17 1.93
C 0.88 6.92 1.51
C -0.17 6.28 2.13
C -0.51 5.00 1.70
C 0.17 4.38 0.66
C -0.14 2.97 0.27
C 1.23 5.06 0.08
C 1.59 6.34 0.49
H -0.70 6.77 2.94
H -1.33 4.48 2.19
H -0.20 2.85 -0.82
H -1.11 2.64 0.67
H 1.80 4.58 -0.71
H 2.42 6.87 0.04
*
```

For the LUMO energy, the calculation gives 0.0818 Ha. The value obtained for the HOMO energy is -3.61 eV. As for the total energy: -95180.7421 eV. The calculation puts the frontier orbital gap at 0.2146 hartree. As for the energy above the lowest of the compared OMol25 structures with the same formula, charge and spin: 1.195 eV. For the maximum force, the calculation gives 0.8 eV/Å.



Entry 2:
This record from OMol25 describes a molecular structure, C29H43Cl2F5N3O5SiYb at a distorted geometry. The level of theory is ωB97M-V with the def2-TZVPD basis set.

ORCA input file:
```
! wB97M-V def2-TZVPD RIJCOSX def2/J DEFGRID3
* xyz 0 2
C -0.43 3.45 -2.80
C -1.45 2.57 -3.46
H 0.53 3.39 -3.32
H -0.29 3.10 -1.76
H -0.76 4.51 -2.77
C -2.03 2.87 -4.64
C -1.64 3.96 -5.57
H -2.92 2.34 -4.97
H -0.57 3.99 -5.79
H -1.92 4.93 -5.16
H -2.14 3.84 -6.53
Yb 0.02 0.03 0.74
Cl -1.57 2.09 0.59
C -1.66 -2.08 2.45
O -0.86 -2.03 1.49
N -2.33 -3.19 2.82
C -2.06 -4.43 2.11
C -3.66 -3.01 3.40
H -1.88 -1.19 3.08
H -1.00 -4.65 2.10
H -2.45 -4.39 1.08
H -2.59 -5.22 2.64
H -3.62 -2.23 4.19
H -3.99 -3.96 3.83
H -4.37 -2.70 2.62
H 2.91 -2.59 5.36
H 4.46 -0.28 5.52
C 3.24 -2.62 4.31
C 4.72 -0.64 4.51
N 3.59 -1.29 3.86
H 2.45 -3.02 3.68
C 2.97 -0.71 2.80
O 1.92 -1.13 2.27
H 5.03 0.21 3.90
H 3.49 0.19 2.43
H 4.13 -3.26 4.26
H 5.56 -1.35 4.61
H 5.06 2.72 -0.70
H 2.07 2.07 -1.87
C 5.16 1.91 -1.44
C 2.91 1.62 -2.42
N 3.92 1.15 -1.49
H 5.99 1.26 -1.12
C 3.43 0.75 -0.24
O 2.27 0.28 -0.07
H 2.52 0.79 -3.03
H 4.26 0.56 0.47
H 5.39 2.33 -2.42
H 3.37 2.36 -3.09
O -0.70 0.62 -2.17
C -1.86 1.36 -2.63
C -3.10 0.08 -4.54
C -3.05 0.60 -3.24
H -2.25 0.24 -5.21
C -4.25 -0.59 -5.00
H -2.16 1.79 -1.66
C -4.21 0.54 -2.46
H -4.25 -1.04 -5.99
C -5.40 -0.67 -4.21
C -5.37 -0.08 -2.94
H -4.16 0.98 -1.46
H -6.31 -1.14 -4.58
H -6.25 -0.06 -2.31
Si -0.65 -1.09 -2.26
Cl 2.99 2.82 0.55
C -0.79 -1.86 -3.98
C -2.23 -1.67 -1.41
C 0.99 -1.71 -1.65
H -1.83 -2.18 -4.14
H -0.15 -2.76 -4.04
H -0.49 -1.17 -4.78
H 1.38 -2.45 -2.37
H 0.85 -2.22 -0.68
H 1.73 -0.90 -1.57
H -3.04 -1.79 -2.14
H -2.60 -0.95 -0.66
H -2.12 -2.65 -0.92
F 2.75 1.72 7.32
C 1.91 1.51 6.30
C 1.37 0.23 6.11
F 1.63 -0.76 6.99
C 0.59 -0.04 5.01
F 0.06 -1.26 4.82
C 0.38 0.94 4.00
O -0.16 0.64 2.90
C 0.91 2.25 4.27
F 0.78 3.16 3.31
C 1.65 2.54 5.40
F 2.22 3.75 5.57
*
```

For the LUMO energy (alpha / beta), the calculation gives -0.0003 / -0.0442 Ha. The value obtained for the HOMO energy (alpha / beta) is -7.61 / -7.61 eV. The expectation value of S² is 0.751. As for the total energy: -123521.6992 eV. The calculation puts the frontier orbital gap (alpha / beta) at 0.2795 / 0.2356 hartree. As for the energy above the lowest of the compared OMol25 structures with the same formula, charge and spin: 0.926 eV. For the maximum force, the calculation gives 3.5 eV/Å.



Entry 3:
This record from OMol25 describes 19 unconnected molecules or ions with the total composition C29H43Cl54FN3 at a distorted geometry. The level of theory is ωB97M-V with the def2-TZVPD basis set.

ORCA input file:
```
! wB97M-V def2-TZVPD RIJCOSX def2/J DEFGRID3
* xyz 1 1
C 4.58 1.42 1.55
C 4.59 -0.17 1.58
C 3.91 -0.74 0.29
C 3.07 -2.05 0.52
N 1.75 -1.89 -0.15
C 0.63 -2.33 0.70
C -0.71 -2.09 -0.14
C -1.47 -0.76 0.24
C -0.38 0.28 0.66
C -0.91 1.77 0.68
C 0.15 2.80 1.15
F 1.32 2.76 0.39
N 0.21 -0.13 1.97
N -0.61 0.19 3.10
C 0.52 -1.59 2.06
H 5.62 1.83 1.48
H 4.01 1.80 2.43
H 4.05 1.81 0.64
H 4.17 -0.56 2.53
H 5.67 -0.45 1.52
H 3.18 0.04 -0.07
H 4.62 -0.86 -0.57
H 3.01 -2.36 1.59
H 3.63 -2.88 0.00
H 1.77 -2.56 -0.92
H 0.66 -3.43 0.89
H -1.37 -2.99 -0.12
H -0.40 -1.98 -1.21
H -2.21 -0.99 1.05
H -2.07 -0.37 -0.60
H 0.44 0.27 -0.10
H -1.18 2.00 -0.38
H -1.81 1.85 1.32
H -0.29 3.82 1.09
H 0.47 2.67 2.22
H 1.06 0.44 2.10
H -0.51 1.17 3.35
H -1.57 -0.09 2.93
H 1.42 -1.69 2.71
H -0.32 -2.06 2.62
C -2.81 -0.05 -4.01
Cl -1.29 -0.33 -3.15
Cl -3.64 -1.58 -4.29
Cl -3.84 1.06 -3.10
H -2.58 0.40 -4.97
C -7.09 -3.24 -3.08
Cl -8.63 -3.62 -3.85
Cl -5.80 -4.28 -3.71
Cl -6.68 -1.54 -3.32
H -7.18 -3.42 -2.01
C -7.09 -2.56 -7.30
Cl -8.60 -2.90 -8.15
Cl -5.80 -3.62 -7.88
Cl -6.63 -0.86 -7.48
H -7.24 -2.76 -6.24
C 0.39 -4.02 5.60
Cl -0.87 -5.25 5.75
Cl 1.18 -4.12 4.02
Cl -0.28 -2.41 5.85
H 1.14 -4.20 6.37
C 5.59 3.83 -1.53
Cl 4.05 3.52 -0.72
Cl 6.92 3.78 -0.36
Cl 5.86 2.67 -2.83
H 5.55 4.82 -1.96
C -5.10 2.75 -9.26
Cl -4.42 4.38 -9.22
Cl -4.19 1.67 -8.19
Cl -6.81 2.77 -8.82
H -5.01 2.37 -10.28
C 9.64 4.04 2.68
Cl 7.96 4.44 3.07
Cl 9.72 3.15 1.16
Cl 10.63 5.51 2.60
H 10.03 3.41 3.47
C 8.76 7.37 5.46
Cl 8.09 8.79 4.66
Cl 10.32 7.75 6.20
Cl 7.63 6.74 6.67
H 8.92 6.60 4.71
C 6.35 8.45 1.11
Cl 4.82 8.23 0.25
Cl 6.22 9.77 2.28
Cl 6.84 6.93 1.89
H 7.11 8.71 0.38
C 5.35 -1.53 5.51
Cl 4.12 -2.65 4.90
Cl 6.28 -0.84 4.18
Cl 4.60 -0.26 6.48
H 6.02 -2.09 6.15
C 1.70 5.31 -3.25
Cl 0.90 6.78 -2.69
Cl 1.12 4.85 -4.85
Cl 3.46 5.53 -3.26
H 1.47 4.51 -2.56
C -9.23 -5.94 -10.67
Cl -10.94 -6.41 -10.72
Cl -8.24 -7.31 -10.14
Cl -8.69 -5.35 -12.24
H -9.12 -5.14 -9.95
C 1.15 -8.77 6.73
Cl 1.80 -7.12 6.76
Cl 2.11 -9.83 7.76
Cl -0.54 -8.78 7.24
H 1.21 -9.14 5.72
C -10.81 -6.07 -7.01
Cl -11.45 -4.61 -7.77
Cl -9.17 -5.78 -6.42
Cl -11.86 -6.61 -5.70
H -10.76 -6.86 -7.76
C -4.60 3.32 2.62
Cl -6.30 2.86 2.61
Cl -3.59 1.95 3.14
Cl -4.10 3.90 1.03
H -4.47 4.12 3.34
C -3.59 7.83 2.65
Cl -5.19 7.63 1.95
Cl -3.56 9.20 3.76
Cl -3.09 6.34 3.49
H -2.88 8.02 1.85
C 7.58 -5.15 4.37
Cl 6.01 -5.24 3.56
Cl 7.57 -3.88 5.61
Cl 8.00 -6.71 5.09
H 8.33 -4.89 3.64
C -5.45 -4.16 1.07
Cl -4.30 -3.56 -0.13
Cl -5.41 -3.15 2.52
Cl -7.08 -4.22 0.40
H -5.16 -5.16 1.35
*
```

For the LUMO energy, the calculation gives -0.0800 Ha. The value obtained for the HOMO energy is -11.94 eV. As for the total energy: -714160.4274 eV. The calculation puts the frontier orbital gap at 0.3589 hartree. For the maximum force, the calculation gives 2.2 eV/Å.



Entry 4:
This record from OMol25 describes a molecular structure, C29H43IrN3O6P. The level of theory is ωB97M-V with the def2-TZVPD basis set.

ORCA input file:
```
! wB97M-V def2-TZVPD RIJCOSX def2/J DEFGRID3
* xyz 1 2
Ir 0.08 -0.11 1.62
C 2.05 -1.70 3.30
N 1.81 -1.30 1.88
C 2.95 -0.47 1.40
C 3.30 0.74 2.28
C 2.16 1.55 2.89
N 1.00 1.64 2.01
C 0.68 2.74 1.45
C -0.55 2.95 0.71
C -0.73 4.17 0.06
C -1.93 4.49 -0.54
C -3.03 3.62 -0.46
C -2.91 2.43 0.20
C -1.66 2.04 0.76
O -1.61 0.89 1.32
C 1.78 -2.61 1.12
C 1.07 -2.58 -0.22
C -0.46 -2.57 -0.08
N -0.87 -1.85 1.13
C -1.74 -2.38 1.91
C -2.12 -1.94 3.23
C -3.19 -2.64 3.83
C -3.60 -2.38 5.11
C -2.90 -1.42 5.85
C -1.84 -0.74 5.31
C -1.43 -0.97 3.98
O -0.39 -0.27 3.55
H 2.98 -2.28 3.34
H 1.23 -2.32 3.64
H 2.13 -0.84 3.94
H 2.67 -0.13 0.40
H 3.84 -1.09 1.31
H 3.91 1.39 1.64
H 3.95 0.42 3.10
H 2.51 2.55 3.16
H 1.78 1.08 3.79
H 1.32 3.60 1.59
H 0.11 4.86 0.02
H -2.03 5.44 -1.06
H -3.97 3.90 -0.91
H -3.73 1.73 0.28
H 1.32 -3.34 1.78
H 2.82 -2.92 0.99
H 1.36 -3.47 -0.79
H 1.41 -1.72 -0.79
H -0.83 -3.59 0.00
H -0.91 -2.10 -0.96
H -2.22 -3.30 1.57
H -3.70 -3.39 3.24
H -4.43 -2.92 5.54
H -3.19 -1.21 6.87
H -1.30 0.00 5.88
C -1.96 1.27 -3.89
C -2.01 -0.04 -3.12
C -3.43 -0.30 -2.63
C -1.51 -1.20 -3.96
O -1.21 0.03 -1.90
P 0.21 0.73 -1.71
O 0.24 2.18 -1.96
O 0.61 0.29 -0.30
O 1.15 -0.12 -2.68
C 2.36 0.36 -3.35
C 3.30 0.98 -2.32
C 2.97 -0.90 -3.94
C 2.00 1.35 -4.44
H -2.73 1.26 -4.67
H -0.99 1.42 -4.37
H -2.14 2.12 -3.23
H -4.07 -0.58 -3.47
H -3.85 0.58 -2.15
H -3.43 -1.12 -1.91
H -2.10 -1.28 -4.87
H -1.61 -2.14 -3.41
H -0.46 -1.07 -4.22
H 3.62 0.22 -1.60
H 2.81 1.80 -1.80
H 4.19 1.37 -2.82
H 3.16 -1.63 -3.16
H 3.91 -0.66 -4.45
H 2.29 -1.34 -4.67
H 1.48 2.21 -4.02
H 1.36 0.87 -5.19
H 2.90 1.70 -4.94
*
```

For the LUMO energy (alpha / beta), the calculation gives -0.1067 / -0.2045 Ha. The value obtained for the HOMO energy (alpha / beta) is -10.47 / -10.39 eV. The expectation value of S² is 0.791. As for the total energy: -59653.7119 eV. The calculation puts the frontier orbital gap (alpha / beta) at 0.2782 / 0.1774 hartree. For the maximum force, the calculation gives 0.6 eV/Å.



Entry 5:
This record from OMol25 describes a molecular structure, C29H43N8O4Pb. The level of theory is ωB97M-V with the def2-TZVPD basis set.

ORCA input file:
```
! wB97M-V def2-TZVPD RIJCOSX def2/J DEFGRID3
* xyz 3 1
Pb 0.58 -0.17 -0.56
C -2.51 3.00 1.18
C -3.05 1.74 1.86
C -2.27 1.38 3.10
C -2.17 2.25 4.15
C -1.47 1.90 5.31
C -0.88 0.65 5.44
C -0.97 -0.29 4.43
C -0.28 -1.61 4.59
C 1.18 -1.54 4.15
C -1.68 0.07 3.23
N -1.73 -0.75 2.20
C -1.84 -2.01 1.95
C -1.08 -2.74 1.03
C -1.20 -4.12 0.81
C -0.16 -4.49 -0.03
C 0.54 -3.31 -0.30
N 0.00 -2.25 0.32
H -3.10 3.24 0.30
H -1.47 2.86 0.87
H -2.57 3.87 1.83
H -3.03 0.90 1.17
H -4.09 1.90 2.15
H -2.65 3.22 4.09
H -1.41 2.61 6.13
H -0.35 0.40 6.35
H -0.79 -2.39 4.03
H -0.35 -1.91 5.64
H 1.25 -1.24 3.10
H 1.66 -2.51 4.27
H 1.73 -0.81 4.74
H -2.61 -2.56 2.48
H -1.94 -4.77 1.26
H 0.08 -5.48 -0.39
H 1.45 -3.21 -0.88
C 3.40 -2.09 0.96
O 3.13 -1.05 0.01
C 4.24 -0.89 -0.88
C 4.05 0.32 -1.77
O 2.95 0.12 -2.66
C 2.71 1.29 -3.44
H 4.27 -1.82 1.56
H 3.60 -3.04 0.45
H 2.53 -2.19 1.60
H 4.38 -1.80 -1.48
H 5.15 -0.74 -0.29
H 4.97 0.48 -2.35
H 3.87 1.21 -1.16
H 2.53 2.16 -2.80
H 1.82 1.11 -4.04
H 3.56 1.50 -4.10
N 2.40 4.48 4.25
C 1.61 3.92 3.35
N 0.58 4.62 2.85
N 1.88 2.67 3.00
C 1.23 1.99 2.13
N 0.71 1.28 1.36
H 2.28 5.43 4.57
H 3.17 3.94 4.61
H 0.41 5.58 3.10
H -0.02 4.20 2.16
N 1.19 -1.87 -3.65
C 0.33 -1.93 -4.66
C 0.47 -1.06 -5.79
C -0.36 -1.21 -6.86
C -1.35 -2.20 -6.85
C -1.53 -3.03 -5.73
C -0.71 -2.91 -4.64
H 2.01 -1.26 -3.64
H 1.20 -2.61 -2.96
H 1.27 -0.32 -5.78
H -0.24 -0.58 -7.73
H -1.99 -2.33 -7.71
H -2.31 -3.79 -5.75
H -0.82 -3.54 -3.78
N -3.64 2.16 -3.24
C -3.58 1.07 -2.21
C -2.08 0.76 -1.98
O -1.84 -0.03 -1.03
O -1.27 1.31 -2.74
H -3.93 3.05 -2.84
H -4.26 1.95 -4.02
H -2.64 2.23 -3.56
H -4.09 0.19 -2.59
H -4.06 1.39 -1.29
*
```

For the LUMO energy (alpha / beta), the calculation gives -0.3265 / -0.3758 Ha. The value obtained for the HOMO energy (alpha / beta) is -15.29 / -15.03 eV. As for the total energy: -56105.5750 eV. The calculation puts the frontier orbital gap (alpha / beta) at 0.2356 / 0.1767 hartree. As for the energy above the lowest of the compared OMol25 structures with the same formula, charge and spin: 0.463 eV. For the maximum force, the calculation gives 0.6 eV/Å.